Entry 1:
Entry from the OMol25 dataset: a molecular structure, C17H13BrN8O4V (wB97M-V/def2-TZVPD).

Summary:
E = -4911.71265 a.u.
energy above the lowest of the compared OMol25 structures with the same formula, charge and spin = 0.0 kcal/mol
largest force on an atom = 0.7 eV Å⁻¹
HOMO energy = -18.2 eV

```
! RIJCOSX wB97M-V def2-TZVPD def2/J DEFGRID3
* xyz 3 1
V 0.8048 -1.0698 0.6389
N 4.0971 -1.5544 -1.8937
C 3.1643 -0.7172 -1.4784
N 2.3665 -1.3869 -0.6375
C 2.9066 -2.6589 -0.6149
N 3.9561 -2.7880 -1.3596
C 2.2023 -3.6406 0.1944
C 2.4923 -4.9850 0.3491
N 1.6865 -5.7742 1.0513
C 0.5938 -5.2500 1.5883
C 0.2788 -3.9017 1.4468
N 1.1032 -3.1046 0.7581
H 4.8533 -1.3743 -2.5450
H 3.0381 0.3057 -1.8040
H 3.3756 -5.4223 -0.1013
H -0.0592 -5.9090 2.1473
H -0.6083 -3.4675 1.8899
Br -2.1658 3.3286 -0.3484
C -3.6430 2.2039 -0.6408
C -4.8493 2.7754 -1.1043
C -5.9480 1.9703 -1.3138
C -5.8331 0.6032 -1.0621
C -4.5927 0.1788 -0.6146
N -3.4951 0.9312 -0.3925
C -4.3066 -1.1700 -0.3298
O -4.0108 -2.2168 -0.0771
O -0.6287 -1.0987 0.0809
H -4.8959 3.8407 -1.2870
H -6.8814 2.3880 -1.6660
H -6.6572 -0.0831 -1.2077
C 1.9588 4.3824 -0.4617
N 1.6419 3.1915 0.3553
C 1.5077 3.2655 1.6836
C 1.2357 2.1717 2.4829
C 1.1124 1.0006 1.7769
O 0.8444 -0.2361 2.2495
N 1.2270 0.8981 0.4497
C 1.5444 1.9756 -0.3505
O 1.7179 1.9111 -1.5399
H 1.9972 5.2483 0.1916
H 1.1904 4.5093 -1.2200
H 2.9183 4.2375 -0.9509
H 1.6289 4.2524 2.1130
H 1.1309 2.2390 3.5538
*
```



Entry 2:
Entry from the OMol25 dataset: a molecular structure, C17H13F6N6O5S3Sn (wB97M-V/def2-TZVPD).

Summary:
E = -3368.58301 a.u.
energy above the lowest of the compared OMol25 structures with the same formula, charge and spin = 0.0 kcal/mol
largest force on an atom = 0.5 eV Å⁻¹
HOMO energy = -4.9 eV

```
! RIJCOSX wB97M-V def2-TZVPD def2/J DEFGRID3
* xyz -1 1
Sn 2.0087 0.2795 -0.7225
N 4.7314 -2.2439 1.5246
C 4.0124 -1.1327 1.1779
S 4.5819 -0.2230 -0.2070
N 3.0097 -0.8291 1.9499
N 2.3366 0.2921 1.4768
C 1.8644 1.1047 2.3363
C 1.2307 2.3666 1.9976
C 0.5595 3.0482 3.0176
C -0.0322 4.2762 2.8095
C 0.0913 4.8583 1.5426
C 0.7687 4.2234 0.5288
C 1.3470 2.9440 0.7048
O 1.9317 2.3659 -0.3019
H 5.2401 -2.6575 0.7615
H 4.2211 -2.8980 2.0995
H 1.9928 0.8495 3.3881
H 0.5047 2.5785 3.9943
H -0.5544 4.7847 3.6081
H -0.3528 5.8289 1.3529
H 0.8582 4.6685 -0.4535
F -2.6016 -4.0854 -0.2042
C -2.2082 -3.1055 0.6037
F -2.2262 -3.5611 1.8564
F -3.0912 -2.1032 0.5088
S -0.5599 -2.4502 0.1307
O -0.7127 -2.0665 -1.2503
O -0.2737 -1.4193 1.0908
N 0.2921 -3.7790 0.3698
S 1.6924 -3.9251 -0.3378
O 2.5112 -4.8620 0.3742
O 2.2664 -2.6656 -0.7439
C 1.3442 -4.8041 -1.9328
F 0.3690 -5.7013 -1.7897
F 2.4505 -5.4517 -2.3211
F 0.9972 -3.9560 -2.8951
N -2.8961 1.9927 0.1261
C -1.6327 1.6253 0.4943
N -0.9579 1.0586 -0.4599
C -1.8304 1.0370 -1.5415
C -1.6464 0.5129 -2.8195
C -2.6904 0.6217 -3.7154
C -3.9044 1.2321 -3.3571
C -4.1085 1.7422 -2.0897
C -3.0487 1.6263 -1.1956
H -3.5668 2.4545 0.7127
H -1.2694 1.8126 1.4909
H -0.7206 0.0185 -3.0771
H -2.5804 0.2182 -4.7133
H -4.7010 1.2947 -4.0877
H -5.0471 2.2039 -1.8124
*
```



Entry 3:
Entry from the OMol25 dataset: a molecular structure, C17H13N2O2PdS4 (wB97M-V/def2-TZVPD).

Summary:
E = -2636.33334 a.u.
⟨S²⟩ = 2.008
energy above the lowest of the compared OMol25 structures with the same formula, charge and spin = 1.2 kcal/mol
largest force on an atom = 0.7 eV Å⁻¹
HOMO energy (spin up / spin down) = -4.1 / -4.7 eV

```
! RIJCOSX wB97M-V def2-TZVPD def2/J DEFGRID3
* xyz -1 3
Pd -3.1832 0.0575 -1.0591
C 5.7536 -0.3869 -1.9175
C 4.2669 -0.1415 -1.9277
C 3.7445 1.1333 -1.7510
C 2.3710 1.3493 -1.7519
C 1.5141 0.2769 -1.9315
C 2.0156 -1.0033 -2.1237
C 3.3841 -1.2049 -2.1175
S -0.2435 0.5356 -1.9118
O -0.4409 1.9462 -1.6512
O -0.7156 0.0031 -3.1686
N -0.8741 -0.3912 -0.7580
C -0.5564 -0.1835 0.5827
C 0.7107 -0.0261 1.1146
C 0.9378 0.0412 2.5015
C -0.0812 -0.0728 3.4038
C -1.3993 -0.2291 2.9206
C -2.5224 -0.3509 3.7729
C -3.7760 -0.4651 3.2513
C -3.9306 -0.4357 1.8512
N -2.9057 -0.3367 1.0467
C -1.6354 -0.2540 1.5298
H 6.3067 0.5425 -1.7857
H 6.0781 -0.8454 -2.8534
H 6.0299 -1.0637 -1.1069
H 4.4165 1.9718 -1.6070
H 1.9501 2.3344 -1.6037
H 1.3281 -1.8271 -2.2682
H 3.7803 -2.2042 -2.2620
H 1.5608 0.0216 0.4522
H 1.9548 0.1683 2.8531
H 0.0994 -0.0403 4.4711
H -2.3684 -0.3463 4.8462
H -4.6479 -0.5554 3.8841
H -4.9071 -0.4768 1.3813
S -7.7015 0.9391 -0.9553
C -6.0819 0.6362 -1.0752
S -5.3984 -0.9153 -1.4432
S -4.8334 1.7992 -0.8328
*
```



Entry 4:
Entry from the OMol25 dataset: a molecular structure, C17H14Cl2O2Ru at a distorted geometry (wB97M-V/def2-TZVPD).

Summary:
E = -1821.84236 a.u.
⟨S²⟩ = 8.793
energy above the lowest of the compared OMol25 structures with the same formula, charge and spin = 29.8 kcal/mol
largest force on an atom = 5.0 eV Å⁻¹
HOMO energy (spin up / spin down) = -3.1 / -3.7 eV

```
! RIJCOSX wB97M-V def2-TZVPD def2/J DEFGRID3
* xyz -1 6
C 1.1677 2.6851 1.3392
C 1.7195 3.0030 -0.0010
C 2.8360 2.1035 -0.1970
H 1.4934 3.8748 -0.5649
C 2.8420 1.1344 0.8178
C 1.6762 1.3410 1.6816
H 1.3968 0.7445 2.5395
H 0.5519 3.3019 1.9634
H 3.5650 2.2170 -1.0067
H 3.5961 0.3938 1.0250
Ru -0.0083 1.5174 0.2426
Cl -1.0474 2.9748 -1.1338
C 0.8278 0.3371 -2.3799
C 1.8278 -0.7204 -2.6003
C 2.9218 -0.1793 -3.3735
H 1.7083 -1.7250 -2.1617
C 2.5720 1.1566 -3.7358
C 1.3012 1.4779 -3.1038
H 0.7388 2.4365 -2.9068
H -0.2730 0.1259 -2.1435
H 3.8691 -0.6720 -3.6277
H 3.1795 1.7838 -4.3968
Cl -4.9656 -4.9838 1.8428
C -3.8919 -3.5853 1.8047
C -4.0311 -2.5353 2.7530
C -3.1769 -1.4248 2.6551
C -2.1961 -1.3615 1.6777
C -2.0872 -2.3736 0.7282
C -2.8923 -3.5112 0.8068
C -1.2684 -0.2015 1.6059
O -1.4031 0.8197 2.2772
O -0.3025 -0.3265 0.6858
H -4.8000 -2.6512 3.5023
H -3.3129 -0.6023 3.3600
H -1.3641 -2.2498 -0.0759
H -2.7702 -4.3250 0.1003
*
```



Entry 5:
Entry from the OMol25 dataset: a molecular structure, C17H14ErN4O8S2 at a distorted geometry (wB97M-V/def2-TZVPD).

Summary:
E = -3288.81374 a.u.
⟨S²⟩ = 3.753
energy above the lowest of the compared OMol25 structures with the same formula, charge and spin = 17.1 kcal/mol
largest force on an atom = 2.3 eV Å⁻¹
HOMO energy (spin up / spin down) = -4.7 / -4.7 eV

```
! RIJCOSX wB97M-V def2-TZVPD def2/J DEFGRID3
* xyz -1 4
Er -0.4967 -1.2242 -0.9774
O 2.8422 3.2847 -2.2704
C 1.8661 2.5963 -2.3437
C 0.6153 2.6908 -1.4934
O 0.2246 3.6808 -0.9269
C -0.0051 1.3571 -1.5528
C 0.5793 0.6102 -2.6084
O 0.2010 -0.5950 -2.9115
C 1.6344 1.4092 -3.2593
O 2.1773 1.2105 -4.3153
O -0.9601 0.8912 -0.8027
N -4.6327 -2.7096 -1.8632
C -3.3031 -2.4766 -1.8741
O -2.8752 -1.3541 -1.5703
C -2.3957 -3.6125 -2.2623
C -1.1009 -3.6114 -1.4296
H -5.2577 -1.9603 -1.6238
H -4.9966 -3.6212 -2.0534
H -2.1534 -3.4295 -3.3153
H -2.9726 -4.5448 -2.2296
H -0.3707 -4.2142 -1.9733
H -1.3001 -4.1683 -0.5096
N 2.3889 4.9455 1.9388
C 2.3039 3.5533 1.8488
C 1.0542 2.9334 1.8558
C 0.9489 1.5714 1.7045
C 2.1077 0.8097 1.5720
C 3.3631 1.4027 1.6158
C 3.4562 2.7736 1.7583
S 2.0016 -0.9078 1.2846
O 1.4294 -1.0939 -0.0860
O 3.3146 -1.4594 1.4221
N 1.0595 -1.4788 2.4053
C -0.2780 -1.5996 2.3513
S -1.0887 -2.0650 3.8388
C -2.6241 -2.0416 3.0385
C -2.4516 -1.6914 1.7566
N -1.1472 -1.4425 1.3517
H 1.5849 5.4194 1.5613
H 3.2412 5.3264 1.5662
H 0.1560 3.5399 1.8980
H -0.0300 1.1121 1.6393
H 4.2460 0.7841 1.5072
H 4.4296 3.2546 1.7522
H -3.5437 -2.2751 3.5568
H -3.2418 -1.5802 1.0285
*
```